Formula: C30H49Cl6IN4O4P
Source: OMol25
Level of theory: the ωB97M-V functional and the def2-TZVPD basis

* max |F|: 0.02767 Eh/bohr
* LUMO level: -0.156 Eh
* net charge: +1
* spin multiplicity: 1
* calculated total energy: -5092.4529 Eh
* frontier orbital gap: 0.2700 Ha

Cartesian coordinates (Å):
1 C -2.68 -1.65 -3.50
2 C -2.05 -0.69 -2.47
3 C -0.72 -1.24 -1.93
4 C -0.38 -0.79 -0.48
5 C -0.24 0.72 -0.69
6 C 0.87 1.24 -1.36
7 C 0.91 2.59 -1.62
8 C -0.15 3.39 -1.19
9 C -1.21 2.78 -0.55
10 N -1.27 1.46 -0.32
11 N -1.56 -1.11 0.44
12 I -2.56 -2.95 -0.14
13 C -1.09 -1.33 1.89
14 O -2.09 -2.19 2.38
15 C -1.90 -2.68 3.72
16 C -2.44 -4.10 3.83
17 O -1.97 -4.88 2.76
18 C -2.94 -5.76 2.20
19 C -3.46 -6.82 3.18
20 P -1.17 0.06 3.27
21 O -1.61 1.43 2.52
22 O 0.37 0.26 3.70
23 C 0.23 -2.04 1.62
24 C 0.82 -1.57 0.21
25 C 1.25 -2.89 -0.47
26 C 1.94 -2.80 -1.85
27 C 1.38 -3.77 -2.90
28 N 1.68 -3.42 -4.28
29 C 2.07 -0.74 0.57
30 C 3.35 -1.23 0.42
31 C 4.43 -0.45 0.80
32 N 4.34 0.76 1.32
33 C 3.10 1.23 1.48
34 C 1.97 0.53 1.13
35 H -3.55 -2.16 -3.10
36 H -3.03 -1.09 -4.37
37 H -1.96 -2.38 -3.87
38 H -1.89 0.26 -2.98
39 H -2.80 -0.53 -1.70
40 H -0.66 -2.31 -2.05
41 H 0.06 -0.83 -2.58
42 H 1.67 0.58 -1.68
43 H 1.75 3.04 -2.14
44 H -0.17 4.45 -1.37
45 H -2.05 3.37 -0.22
46 H -2.35 -0.46 0.39
47 H -0.84 -2.70 3.99
48 H -2.46 -2.06 4.42
49 H -3.54 -4.07 3.86
50 H -2.07 -4.50 4.77
51 H -3.78 -5.16 1.82
52 H -2.44 -6.24 1.36
53 H -4.54 -6.75 3.31
54 H -3.25 -7.83 2.81
55 H -3.00 -6.72 4.16
56 H -2.33 1.79 3.05
57 H 0.76 1.10 3.42
58 H 0.13 -3.13 1.70
59 H 0.94 -1.75 2.39
60 H 1.93 -3.38 0.23
61 H 0.38 -3.55 -0.55
62 H 3.01 -2.98 -1.77
63 H 1.84 -1.79 -2.24
64 H 0.30 -3.87 -2.81
65 H 1.83 -4.75 -2.74
66 H 1.32 -2.49 -4.49
67 H 2.68 -3.36 -4.41
68 H 3.56 -2.20 0.01
69 H 5.43 -0.85 0.69
70 H 3.01 2.23 1.89
71 H 1.01 0.99 1.25
72 Cl -3.99 1.89 -3.55
73 C -5.16 2.66 -2.45
74 C -4.97 2.16 -1.03
75 Cl -5.38 0.43 -0.84
76 H -6.15 2.46 -2.83
77 H -4.98 3.73 -2.47
78 H -5.60 2.72 -0.35
79 H -3.93 2.27 -0.73
80 Cl 7.21 5.90 0.91
81 C 6.15 4.47 0.88
82 C 6.71 3.35 0.04
83 Cl 6.70 3.76 -1.69
84 H 5.17 4.79 0.52
85 H 6.05 4.13 1.91
86 H 6.09 2.47 0.17
87 H 7.73 3.11 0.33
88 Cl 2.34 6.24 -0.85
89 C 1.49 7.78 -0.54
90 C 0.08 7.54 -0.05
91 Cl -0.93 6.83 -1.34
92 H 1.50 8.35 -1.46
93 H 2.06 8.32 0.22
94 H -0.38 8.49 0.24
95 H 0.06 6.87 0.80

***

Formula: C52H42N15O4PS2Ti
Source: OMol25
Level of theory: the ωB97M-V functional and the def2-TZVPD basis

* max |F|: 0.05527 Eh/bohr
* LUMO level (spin up / spin down): 0.133 / 0.132 Eh
* net charge: -2
* energy above the lowest of the compared OMol25 structures with the same formula, charge and spin: 2.0712 eV
* spin multiplicity: 3
* calculated total energy: -5116.4395 Eh
* frontier orbital gap (spin up / spin down): 0.1227 / 0.2351 Ha

Cartesian coordinates (Å):
1 Ti -0.60 0.20 -0.87
2 N 2.64 -0.87 -0.70
3 C 3.10 -1.89 0.06
4 C 4.45 -1.88 0.45
5 C 5.03 -2.96 1.09
6 C 4.25 -4.07 1.38
7 C 2.91 -4.07 1.06
8 C 2.30 -3.00 0.41
9 P 0.48 -3.04 0.09
10 C -0.15 -3.26 1.81
11 C -1.51 -3.59 1.87
12 C -2.14 -3.74 3.09
13 C -1.43 -3.57 4.26
14 C -0.08 -3.23 4.21
15 C 0.55 -3.06 2.99
16 C 0.36 -4.84 -0.36
17 C 0.36 -5.17 -1.71
18 C 0.25 -6.49 -2.13
19 C 0.18 -7.51 -1.20
20 C 0.18 -7.20 0.15
21 C 0.25 -5.88 0.56
22 H 3.10 0.03 -0.60
23 H 1.65 -0.82 -0.87
24 H 5.04 -1.00 0.22
25 H 6.08 -2.94 1.36
26 H 4.70 -4.93 1.87
27 H 2.32 -4.93 1.33
28 H -2.06 -3.72 0.95
29 H -3.20 -3.98 3.12
30 H -1.92 -3.71 5.22
31 H 0.48 -3.09 5.13
32 H 1.59 -2.78 2.96
33 H 0.42 -4.39 -2.45
34 H 0.22 -6.72 -3.18
35 H 0.11 -8.54 -1.52
36 H 0.13 -7.98 0.90
37 H 0.22 -5.66 1.62
38 N -1.95 -0.15 -4.04
39 C -2.54 0.74 -3.19
40 N -3.63 1.45 -3.48
41 N -3.82 2.21 -2.41
42 N -2.92 1.99 -1.52
43 N -2.07 1.06 -1.97
44 C -1.03 -1.07 -3.62
45 N -0.52 -2.01 -4.41
46 N 0.39 -2.62 -3.66
47 N 0.43 -2.10 -2.49
48 N -0.47 -1.12 -2.39
49 H -2.41 -0.35 -4.91
50 O -2.80 -0.47 3.68
51 C -1.51 -0.22 4.00
52 C -1.14 0.03 5.31
53 C 0.17 0.30 5.65
54 C 1.14 0.32 4.67
55 C 0.80 0.08 3.35
56 C -0.53 -0.19 2.99
57 C -0.82 -0.44 1.59
58 O 0.15 -0.49 0.72
59 N -2.06 -0.65 1.21
60 N -2.15 -0.87 -0.12
61 C -3.30 -1.35 -0.52
62 S -4.61 -1.69 0.63
63 C -5.86 -2.04 -0.70
64 C -5.31 -1.59 -2.03
65 S -3.55 -2.12 -2.06
66 H -3.32 -0.51 4.50
67 H -1.91 0.01 6.08
68 H 0.43 0.49 6.69
69 H 2.17 0.53 4.93
70 H 1.54 0.09 2.57
71 H -6.78 -1.51 -0.43
72 H -6.04 -3.11 -0.69
73 H -5.33 -0.50 -2.13
74 H -5.82 -2.06 -2.87
75 N 0.63 1.13 -2.12
76 C 1.09 1.43 -3.16
77 C 1.69 1.67 -4.38
78 C 1.92 0.57 -5.25
79 C 2.57 0.75 -6.44
80 C 3.02 2.01 -6.83
81 C 2.79 3.10 -5.99
82 C 2.13 2.95 -4.80
83 H 1.57 -0.41 -4.96
84 H 2.74 -0.10 -7.09
85 H 3.55 2.14 -7.76
86 H 3.13 4.09 -6.30
87 H 1.95 3.80 -4.15
88 O 3.84 2.14 0.33
89 C 2.68 2.46 0.48
90 N 2.27 3.71 0.91
91 C 0.84 3.85 0.83
92 C 0.49 2.37 0.44
93 O -0.67 1.95 0.26
94 N 1.58 1.67 0.28
95 C 0.22 4.29 2.14
96 C -1.16 4.26 2.31
97 C -1.72 4.77 3.46
98 C -0.93 5.32 4.46
99 C 0.45 5.31 4.31
100 C 1.02 4.79 3.16
101 C 0.38 4.82 -0.26
102 C -0.75 4.58 -1.02
103 C -1.16 5.50 -1.97
104 C -0.44 6.67 -2.18
105 C 0.68 6.91 -1.41
106 C 1.09 6.00 -0.46
107 H 2.89 4.50 0.83
108 H -1.78 3.83 1.54
109 H -2.79 4.76 3.58
110 H -1.38 5.74 5.35
111 H 1.08 5.72 5.08
112 H 2.10 4.76 3.06
113 H -1.33 3.68 -0.88
114 H -2.04 5.29 -2.55
115 H -0.77 7.38 -2.93
116 H 1.25 7.83 -1.55
117 H 1.97 6.23 0.13